No. 1
DFT (wB97M-V/def2-TZVPD) results for a 2-piece molecular cluster, C7H16O overall at a distorted geometry.

Output
**HOMO-LUMO gap**: 10.9 eV
**HOMO**: -0.368 Ha
**Multiplicity**: 1
**Structure (SMILES)**: C=CCO.CCCC
**Maximum force**: 0.049 hartree/bohr
**Energy relative to the best compared isomer or geometry (same formula, charge and spin)**: 45.44 kcal/mol

Geometry as XYZ:
```
24
Properties=species:S:1:pos:R:3:forces:R:3
C -3.2341 1.8356 -1.8527 -0.041 -0.878 -0.137
C -2.3571 0.9884 -1.2716 -0.905 2.087 -1.139
C -1.0107 1.5380 -0.9914 0.419 1.193 1.019
O -0.6733 1.4698 0.4241 0.052 0.337 -0.646
H -4.2794 1.6149 -2.1791 1.110 -0.099 0.454
H -2.8538 2.8196 -2.1294 -0.363 -0.038 0.225
H -2.5776 -0.0187 -1.0892 -0.363 -1.301 0.459
H -0.1944 1.1047 -1.5655 -0.039 -0.321 -0.217
H -1.1036 2.6082 -1.2446 0.433 -0.348 -0.126
H 0.0416 2.1180 0.5445 -0.375 -0.408 0.091
C 3.4853 -1.4794 0.3351 1.997 1.306 -0.003
C 2.2839 -1.4930 1.2834 -0.057 -0.802 -1.813
C 1.0152 -1.2595 0.4559 -0.419 -0.100 -0.816
C -0.2061 -1.4213 1.3659 0.144 -0.358 -0.258
H 3.5363 -2.3468 -0.3455 -0.081 0.114 0.609
H 4.4676 -1.3587 0.8936 -1.020 -0.632 -0.545
H 3.5533 -0.5983 -0.3730 -0.661 -0.635 0.825
H 2.3352 -0.8227 2.1256 0.205 0.665 0.043
H 2.2135 -2.4808 1.7409 0.025 -0.172 -0.010
H 1.0325 -0.2188 -0.0011 -0.019 -1.193 0.678
H 0.9439 -1.9770 -0.4522 0.290 0.940 1.490
H -1.1000 -1.1654 0.8331 -0.561 0.851 -0.037
H -0.0478 -0.8246 2.2807 -0.490 -0.218 -0.402
H -0.4395 -2.4635 1.6213 0.720 0.010 0.256
```
Forces are in eV/Å.

These are the natural (NBO) partial charges, in e, on atoms 1 to 8: -0.366, -0.200, -0.104, -0.726, 0.206, 0.183, 0.205, 0.174

---

No. 2
DFT (wB97M-V/def2-TZVPD) results for a 2-piece molecular cluster, C3H6O3 overall at a distorted geometry.

Output
**HOMO-LUMO gap**: 11.1 eV
**HOMO**: -0.392 Ha
**Multiplicity**: 1
**Structure (SMILES)**: O=C=O.CCO
**Maximum force**: 0.073 hartree/bohr
**Energy relative to the best compared isomer or geometry (same formula, charge and spin)**: 57.40 kcal/mol

Geometry as XYZ:
```
12
Properties=species:S:1:pos:R:3:forces:R:3
O 1.2613 -1.2890 -1.1202 -0.107 -1.307 -0.243
C 0.2058 -1.5360 -0.6590 1.776 -1.183 1.384
O -0.6042 -2.0317 0.0509 0.239 -0.152 -0.832
C -0.3022 0.6174 -0.6939 -0.924 -0.858 -0.914
C 0.3132 0.7974 0.7529 -0.078 -0.021 -0.702
O -0.4266 0.1836 1.7685 -0.042 -0.264 0.030
H 0.3430 1.1447 -1.4059 -0.508 -0.060 0.008
H -1.3321 0.9165 -0.6464 -0.378 0.982 -0.030
H -0.6284 -0.4706 -1.3671 0.651 3.322 1.653
H 1.3868 0.5421 0.8084 -0.387 -0.158 -0.278
H 0.2593 1.8827 0.9628 -0.097 -0.416 -0.366
H -0.4760 -0.7573 1.5489 -0.145 0.115 0.289
```
Forces are in eV/Å.

These are the natural (NBO) partial charges, in e, on atoms 1 to 8: -0.539, 0.937, -0.572, -0.547, -0.075, -0.712, 0.234, 0.223

---

No. 3
DFT (wB97M-V/def2-TZVPD) results for C34H28IIrN7O2S2 as an isolated structure at a distorted geometry.

Output
**HOMO-LUMO gap**: 6.1 eV
**HOMO**: -0.358 Ha
**Multiplicity**: 1
**Maximum force**: 0.024 hartree/bohr
**Net charge**: +1
**Energy relative to the best compared isomer or geometry (same formula, charge and spin)**: 20.05 kcal/mol

Geometry as XYZ:
```
75
Properties=species:S:1:pos:R:3:forces:R:3
Ir 0.8842 -1.0049 0.3106 -0.281 0.120 1.211
S 1.9027 3.2147 6.4173 -0.003 -0.006 -0.011
N 2.2597 3.5192 4.8761 -0.011 -0.002 -0.014
C 1.9046 2.4516 4.1816 -0.037 -0.050 0.012
C 2.0371 2.2976 2.7422 -0.019 0.114 0.008
C 2.6267 3.2325 1.8894 0.019 0.004 -0.009
C 2.7161 2.9379 0.5464 -0.061 -0.053 0.088
C 2.1793 1.7425 0.0711 0.020 0.110 -0.124
N 1.5826 0.8705 0.8697 0.194 -0.476 -0.637
C 1.5485 1.1186 2.1939 -0.030 0.226 0.002
C 1.0351 0.0548 3.0215 0.005 0.040 -0.089
N 0.7212 -1.0617 2.3493 -0.278 -0.282 -0.082
C 0.3104 -2.1313 3.0247 -0.026 0.015 0.160
C 0.1879 -2.1122 4.4130 0.052 0.092 -0.018
C 0.4959 -0.9624 5.1124 -0.031 -0.060 -0.031
C 0.9366 0.1545 4.4021 0.032 0.045 0.116
C 1.3497 1.4182 4.9880 0.039 0.007 -0.051
N 1.2937 1.7305 6.2712 0.025 -0.018 -0.004
H 3.0152 4.1556 2.2987 0.016 0.001 -0.015
H 3.1923 3.6173 -0.1456 -0.009 -0.006 -0.016
H 2.2294 1.4727 -0.9741 -0.026 -0.016 0.025
H 0.0776 -3.0106 2.4408 0.010 0.014 -0.030
H -0.1408 -3.0055 4.9235 -0.015 0.004 -0.001
H 0.4161 -0.9134 6.1901 -0.008 -0.011 -0.001
S 5.0758 -1.8069 -0.9751 -0.004 0.000 0.037
C 5.1368 -1.4894 0.7036 -0.001 -0.031 -0.045
C 3.9053 -1.2533 1.2436 -0.054 0.000 0.028
C 2.8607 -1.3318 0.2786 -0.073 -0.575 -0.186
C 3.3663 -1.6201 -0.9649 0.051 0.113 -0.033
C 2.4353 -1.7788 -2.0537 -0.016 -0.060 0.001
C 2.7172 -2.3490 -3.2925 0.001 0.034 -0.014
C 1.6889 -2.5854 -4.1794 -0.024 0.021 0.026
C 0.3884 -2.2501 -3.8151 0.024 0.004 -0.022
C 0.1769 -1.6729 -2.5839 -0.133 0.187 -0.022
N 1.1699 -1.4114 -1.7252 0.144 0.134 0.072
H 6.0895 -1.5084 1.2090 -0.008 0.037 0.017
H 3.7605 -1.0399 2.2949 0.026 -0.032 0.012
H 3.7339 -2.6402 -3.5178 -0.002 0.010 -0.024
H 1.8862 -3.0525 -5.1349 0.015 0.018 -0.007
H -0.4505 -2.4445 -4.4668 -0.003 0.015 -0.004
H -0.8178 -1.4004 -2.2586 0.035 0.035 0.019
C -0.0061 1.9334 -2.7652 -0.242 0.237 -0.158
C -0.7602 2.9532 -3.6725 0.076 -0.148 0.203
N -1.9070 3.4781 -2.9422 -0.257 0.335 -0.295
C -2.8302 2.3940 -2.6218 0.201 -0.138 0.135
C -2.0904 1.3335 -1.7507 -0.123 0.236 -0.132
N -0.7215 1.7882 -1.4962 0.353 -0.299 0.213
C -0.7695 3.0759 -0.8025 -0.147 0.179 -0.204
C -1.4595 4.1321 -1.7187 0.062 -0.226 0.105
H 1.0101 2.2817 -2.5600 -0.005 -0.034 0.002
H 0.0591 0.9558 -3.2484 0.049 -0.008 0.056
H -1.1186 2.4755 -4.5859 -0.004 0.044 -0.017
H -0.1125 3.7851 -3.9544 -0.031 0.009 -0.037
H -3.1889 1.9553 -3.5543 -0.035 0.044 -0.006
H -3.6876 2.8114 -2.0912 -0.007 0.021 -0.035
H -2.0522 0.3691 -2.2624 0.018 0.002 0.047
H -2.5869 1.1828 -0.7913 0.051 -0.047 -0.021
H 0.2464 3.3933 -0.5532 -0.036 -0.065 0.006
H -1.3230 2.9377 0.1295 0.044 -0.020 0.027
H -0.7680 4.9320 -1.9895 -0.032 0.025 -0.002
H -2.3206 4.5817 -1.2216 -0.006 0.028 -0.041
I -7.2834 -4.4303 -0.2272 0.021 0.004 0.013
C -5.3680 -3.6334 -0.0407 -0.055 -0.023 -0.010
C -5.2150 -2.3016 0.3260 0.024 0.009 -0.001
C -3.9419 -1.7690 0.4303 0.011 0.010 0.029
C -2.8310 -2.5646 0.1689 0.031 -0.050 0.019
C -2.9933 -3.9016 -0.1804 0.021 0.003 0.050
C -4.2642 -4.4405 -0.2869 0.020 0.017 -0.009
C -1.4785 -1.9790 0.2411 0.098 -0.230 -0.073
O -0.4374 -2.7248 0.1515 0.531 0.279 -0.039
O -1.2934 -0.7416 0.3590 -0.148 0.083 -0.066
H -6.0814 -1.6872 0.5261 -0.005 -0.008 0.005
H -3.7975 -0.7398 0.7314 -0.012 0.019 -0.066
H -2.1176 -4.5106 -0.3614 -0.015 -0.011 -0.039
H -4.3955 -5.4777 -0.5612 -0.008 0.001 -0.005
```
Forces are in eV/Å.

These are the Löwdin partial charges, in e, on atoms 1 to 8: 1.436, 1.065, -0.203, -0.293, -0.061, 0.044, -0.007, -0.089

---

No. 4
DFT (wB97M-V/def2-TZVPD) results for a 2-piece molecular cluster, C2H6OS overall at a distorted geometry.

Output
**HOMO-LUMO gap**: 9.3 eV
**HOMO**: -0.319 Ha
**Multiplicity**: 1
**Structure (SMILES)**: C=CO.S
**Maximum force**: 0.036 hartree/bohr
**Energy relative to the best compared isomer or geometry (same formula, charge and spin)**: 25.54 kcal/mol

Geometry as XYZ:
```
10
Properties=species:S:1:pos:R:3:forces:R:3
C 1.5676 1.1458 0.5053 0.153 0.185 -1.284
C 1.2325 -0.0810 0.0754 0.843 0.814 1.426
O 0.2097 -0.7147 0.7164 -0.642 -0.520 -0.599
H 2.5559 1.5446 0.2816 -0.410 0.027 -0.609
H 0.8398 1.8661 0.8647 0.113 -0.511 0.921
H 1.8298 -0.5846 -0.6865 -0.093 -0.427 0.541
H 0.2678 -1.6784 0.6585 0.073 0.398 -0.350
S -2.8415 0.0724 -0.9008 0.120 0.817 -1.021
H -3.0714 -0.5986 0.1965 -0.059 -0.744 0.587
H -2.5903 -0.9716 -1.7112 -0.098 -0.039 0.388
```
Forces are in eV/Å.

These are the natural (NBO) partial charges, in e, on atoms 1 to 8: -0.512, 0.139, -0.692, 0.200, 0.210, 0.172, 0.483, -0.277

---

No. 5
DFT (wB97M-V/def2-TZVPD) results for one molecule with the formula C3H7NO.

Output
**HOMO-LUMO gap**: 10.5 eV
**HOMO**: -0.354 Ha
**Multiplicity**: 1
**Structure (SMILES)**: CNC(C)=O
**Maximum force**: 0.006 hartree/bohr
**Energy relative to the best compared isomer or geometry (same formula, charge and spin)**: 5.05 kcal/mol

Geometry as XYZ:
```
12
Properties=species:S:1:pos:R:3:forces:R:3
C -1.8318 -0.3006 -0.3759 -0.159 -0.059 -0.077
N -0.6054 0.1653 0.2302 0.133 -0.030 0.023
C 0.6009 -0.1399 -0.3249 0.058 -0.029 0.009
C 1.8107 0.3426 0.4486 0.114 0.043 0.013
O 0.7015 -0.7609 -1.3705 -0.028 0.162 0.268
H -1.6714 -0.3378 -1.4549 -0.137 0.001 0.137
H -2.6468 0.3885 -0.1408 0.112 -0.087 -0.067
H -2.1053 -1.3065 -0.0350 0.039 0.130 -0.053
H -0.6344 0.6053 1.1353 0.046 -0.057 -0.146
H 2.5345 0.7512 -0.2604 -0.104 -0.064 0.105
H 2.2807 -0.5098 0.9507 -0.099 0.111 -0.099
H 1.5669 1.1025 1.1977 0.026 -0.122 -0.114
```
Forces are in eV/Å.

These are the natural (NBO) partial charges, in e, on atoms 1 to 8: -0.420, -0.616, 0.670, -0.707, -0.628, 0.233, 0.199, 0.192

---

No. 6
DFT (wB97M-V/def2-TZVPD) results for C29H38FIrN5OS2 as an isolated structure at a distorted geometry.

Output
**HOMO-LUMO gap**: 7.8 eV
**HOMO**: -0.375 Ha
**Multiplicity**: 1
**Maximum force**: 0.038 hartree/bohr
**Net charge**: +1
**Energy relative to the best compared isomer or geometry (same formula, charge and spin)**: 27.89 kcal/mol

Geometry as XYZ:
```
77
Properties=species:S:1:pos:R:3:forces:R:3
Ir 0.6916 -0.1489 -0.3296 0.437 0.616 0.303
C 0.1160 0.6428 2.4563 0.007 0.013 0.302
N 0.9394 -0.4251 1.8526 -0.232 0.280 -1.086
C 2.3136 -0.3485 2.3617 0.032 0.043 0.062
C 0.3938 -1.7457 2.2512 0.240 -0.319 0.275
C -0.6657 -2.1704 1.3159 -0.286 -0.210 0.149
C -1.5575 -3.1809 1.6650 -0.023 0.136 0.093
C -2.5650 -3.5545 0.7955 -0.032 -0.006 -0.036
C -2.6712 -2.8962 -0.4240 0.019 0.065 0.045
C -1.7568 -1.9082 -0.7613 -0.320 0.064 0.206
C -0.7133 -1.5334 0.0862 0.362 -0.307 -1.056
H 0.2535 0.6569 3.5426 0.015 -0.059 0.002
H -0.9300 0.4630 2.2264 0.031 -0.016 0.002
H 0.3929 1.6096 2.0435 -0.004 -0.018 -0.031
H 2.3204 -0.5088 3.4446 -0.037 -0.019 -0.003
H 2.7339 0.6189 2.1523 -0.019 0.008 0.004
H 2.9162 -1.1110 1.8867 -0.025 0.004 0.012
H 0.0206 -1.6966 3.2800 0.103 0.086 0.032
H 1.2073 -2.4717 2.2365 0.084 0.070 -0.026
H -1.4543 -3.6737 2.6264 -0.054 0.039 0.005
H -3.2774 -4.3186 1.0776 0.049 -0.046 -0.043
H -3.4755 -3.1422 -1.1076 0.004 0.001 0.012
H -1.9101 -1.3768 -1.6810 -0.073 0.138 0.078
C -0.7884 -1.6153 -3.6402 0.169 -0.058 -0.166
C -0.0753 -0.3085 -3.5806 0.051 -0.014 0.227
N 0.5725 0.2376 -2.5666 -0.561 0.082 0.439
C 1.1767 1.4216 -2.9694 -0.201 -0.089 0.005
C 0.9276 1.7870 -4.2474 0.038 0.072 -0.209
S -0.0321 0.6193 -5.0122 0.029 -0.090 -0.056
C 2.0199 2.1787 -2.0635 0.018 -0.059 0.052
C 2.7864 3.2347 -2.4336 0.065 0.157 -0.117
S 3.5661 3.8766 -1.0745 -0.029 0.042 0.060
C 2.8400 2.6904 -0.0802 -0.043 -0.063 -0.141
N 2.0569 1.8542 -0.7289 0.306 -0.272 0.358
C 3.1616 2.7385 1.3755 0.009 0.004 -0.053
H -0.5340 -2.2306 -2.7880 0.029 -0.054 -0.051
H -0.5155 -2.1369 -4.5577 0.049 0.016 0.001
H -1.8676 -1.4630 -3.6644 0.013 -0.045 0.018
H 1.2746 2.6567 -4.7798 0.003 0.009 0.083
H 2.9212 3.6632 -3.4129 -0.014 -0.068 0.011
H 3.5702 3.7146 1.6315 -0.032 0.013 0.010
H 3.9183 1.9953 1.6236 0.028 0.037 0.019
H 2.2740 2.5660 1.9775 0.007 0.043 0.032
F 1.7966 -6.5418 1.2530 0.003 -0.032 -0.002
C 1.9610 -5.3250 0.7043 -0.065 0.023 -0.001
C 2.9294 -4.4865 1.2071 0.095 0.106 0.033
C 3.0611 -3.2171 0.6512 0.121 -0.138 -0.055
C 2.2428 -2.7802 -0.3866 0.338 0.098 -0.194
C 2.3224 -1.3822 -0.9107 -1.657 0.317 0.938
C 1.3296 -3.6977 -0.9101 -0.063 0.051 0.048
C 1.1606 -4.9550 -0.3611 -0.023 -0.014 -0.089
H 3.5695 -4.8262 2.0106 -0.004 0.012 -0.007
H 3.8414 -2.5627 1.0213 0.053 -0.083 -0.014
H 2.1160 -1.3026 -1.9721 0.776 -0.384 -0.197
H 3.2063 -0.8388 -0.5788 0.229 -0.145 -0.253
H 0.7181 -3.4033 -1.7525 -0.034 -0.045 0.045
H 0.4189 -5.6447 -0.7421 0.042 -0.008 -0.012
C -0.5324 3.8648 -0.6148 -0.057 -0.079 -0.023
N -1.8483 3.5922 -0.0434 -0.006 0.033 0.009
C -2.6699 4.7542 0.2785 0.008 -0.123 0.048
C -2.0831 2.2653 0.2227 0.100 0.115 -0.068
O -1.1707 1.4674 -0.0835 -0.142 -0.098 0.022
N -3.2383 1.8124 0.7951 0.047 0.029 0.044
C -4.4740 2.4967 1.1640 0.093 -0.057 -0.044
C -3.3707 0.3863 1.0640 0.025 0.036 0.008
H -0.4534 4.9263 -0.8300 -0.023 -0.002 -0.011
H -0.3874 3.3032 -1.5367 -0.002 0.025 -0.009
H 0.2627 3.5802 0.0755 0.006 0.034 -0.008
H -2.1104 5.6433 0.0061 0.012 0.004 0.025
H -2.8871 4.8238 1.3444 -0.051 -0.012 0.011
H -3.5965 4.7765 -0.2931 -0.030 0.015 -0.005
H -4.4905 3.5431 0.9270 0.024 0.111 -0.051
H -4.6424 2.3814 2.2369 -0.003 0.013 0.005
H -5.3071 2.0194 0.6440 -0.003 0.003 -0.007
H -2.4525 -0.1301 0.8351 0.007 -0.038 -0.008
H -4.1702 -0.0390 0.4527 -0.002 0.001 0.009
H -3.6267 0.2364 2.1160 -0.026 0.007 -0.008
```
Forces are in eV/Å.

These are the Löwdin partial charges, in e, on atoms 1 to 8: 1.197, -0.059, -0.318, -0.053, -0.141, -0.257, -0.032, -0.076